The following is a quantum chemistry calculation of a molecular structure, C25H25BrClIN2OOs, from the OMol25 dataset.

XYZ file:
```
57
Properties=species:S:1:pos:R:3:lowdin_charge:R:1
Os -1.141 -0.251 0.137 1.46
O 0.379 1.526 0.364 -0.18
C -0.233 2.758 -0.011 -0.14
C -1.729 2.673 0.163 -0.23
C -2.461 3.851 0.193 0.02
C -3.834 3.809 0.349 0.01
C -4.437 2.568 0.508 0.00
C -3.651 1.436 0.468 -0.08
N -2.321 1.469 0.275 -0.08
H 1.336 1.569 0.207 0.02
H -0.008 3.009 -1.055 0.15
H 0.159 3.567 0.613 0.15
H -1.939 4.789 0.089 0.14
H -4.418 4.717 0.357 0.13
H -5.501 2.475 0.656 0.13
H -4.096 0.458 0.588 0.11
Cl -2.385 -2.259 1.719 0.78
C -3.844 -2.278 0.779 -0.59
C -5.011 -2.768 1.330 -0.07
C -6.181 -2.678 0.590 -0.04
C -6.166 -2.099 -0.671 -0.04
C -4.983 -1.621 -1.208 -0.03
C -3.784 -1.719 -0.500 -0.37
C -2.484 -1.320 -1.107 -0.25
H -5.009 -3.213 2.313 0.12
H -7.107 -3.036 1.012 0.12
H -7.079 -2.023 -1.242 0.12
H -4.976 -1.178 -2.193 0.12
H -2.672 -0.726 -2.009 0.08
H -1.960 -2.240 -1.396 0.08
Br 4.097 3.437 -0.899 0.70
C 5.678 2.457 -0.546 -0.73
C 6.894 3.122 -0.545 -0.11
C 8.062 2.422 -0.291 -0.05
C 8.018 1.057 -0.042 -0.06
C 6.804 0.389 -0.039 -0.15
C 5.638 1.090 -0.288 -0.71
I 3.810 0.050 -0.251 1.00
H 6.916 4.183 -0.748 0.11
H 9.005 2.949 -0.293 0.12
H 8.928 0.507 0.149 0.12
H 6.762 -0.673 0.155 0.10
C 0.701 -1.824 -2.344 -0.01
C 1.015 -2.177 -0.949 -0.32
C 1.995 -3.096 -0.488 0.00
C 1.994 -3.025 0.884 0.01
C 1.011 -2.065 1.244 -0.32
C 0.713 -1.579 2.606 -0.03
N 0.401 -1.589 0.117 -0.12
H 1.622 -1.598 -2.881 0.10
H 0.032 -0.963 -2.388 0.06
H 0.238 -2.670 -2.860 0.11
H 2.610 -3.715 -1.113 0.13
H 2.607 -3.575 1.574 0.14
H 0.525 -2.423 3.274 0.11
H -0.133 -0.888 2.634 0.04
H 1.590 -1.067 3.011 0.11
```

Output
- 2S+1 = 5
- E_tot (eV) = -124474.548
- LUMO energy (alpha / beta) (eV) = -6.0 / -7.9
- ⟨S²⟩ = 6.02
- HOMO level (alpha / beta) (eV) = -13.457 / -13.461
- net charge = +2
- orbital gap (alpha / beta) (eV) = 7.494 / 5.542